(1)
2 unconnected molecules or ions with the total composition C3H7ClO2 in a non-equilibrium geometry, computed with ωB97M-V/def2-TZVPD.

Output
- maximum force (eV/A) = 4.21
- HOMO energy (spin up / spin down) (eV) = -7.840 / -8.029
- energy above the lowest of the compared OMol25 structures with the same formula, charge and spin (kcal per mole) = 100.8
- total energy (Eh) = -729.03061
- HOMO-LUMO gap (spin up / spin down) (eV) = 8.030 / 8.624

Last column: natural (NBO) charge in e.
Geometry (Å):
C: -2.034 -0.305 -0.600  -0.707
C: -0.908 -0.849 0.082  -0.315
C: 1.407 0.438 0.134  0.493
O: 1.199 1.773 -0.012  -0.714
O: 2.103 0.080 1.314  -0.731
Cl: 2.217 -0.069 -1.308  -0.067
H: -1.914 0.884 -0.676  0.226
H: -2.975 -0.370 -0.036  0.227
H: -2.160 -0.724 -1.617  0.219
H: -0.486 -1.911 -0.273  0.193
H: -0.751 -0.563 1.128  0.187
H: 1.674 2.302 0.644  0.491
H: 2.626 -0.688 1.220  0.496

***

(2)
10 unconnected molecules or ions with the total composition C13H48N18O12Si in a non-equilibrium geometry, computed with ωB97M-V/def2-TZVPD.

Output
- maximum force (eV/A) = 1.79
- HOMO energy (eV) = -8.911
- SMILES string = CCOC[SiH2]COO.NC(N)=O.NC(N)=O.NC(N)=O.NC(N)=O.NC(N)=O.NC(N)=O.NC(N)=O.NC(N)=O.NC(N)=O
- energy above the lowest of the compared OMol25 structures with the same formula, charge and spin (kcal per mole) = 0.0
- total energy (Eh) = -2702.38881
- HOMO-LUMO gap (eV) = 9.344

Last column: Mulliken charge in e.
Geometry (Å):
C: -2.355 2.254 -3.991  -1.092
C: -1.999 0.900 -4.631  -0.326
O: -0.763 0.342 -4.145  -0.377
C: -0.891 -0.890 -3.422  -0.358
Si: -1.706 -0.819 -1.706  0.252
C: -0.384 -1.066 -0.379  -0.105
O: 0.834 -0.344 -0.622  -0.277
O: 0.536 0.975 -0.212  -0.412
H: -3.175 2.183 -3.254  0.279
H: -1.450 2.641 -3.478  0.246
H: -2.634 2.994 -4.762  0.338
H: -1.866 1.039 -5.724  0.385
H: -2.811 0.160 -4.498  0.340
H: -1.395 -1.658 -4.057  0.667
H: 0.148 -1.258 -3.277  -0.016
H: -2.688 -1.922 -1.557  -0.186
H: -2.445 0.443 -1.500  -0.179
H: -0.082 -2.128 -0.262  0.298
H: -0.804 -0.757 0.600  -0.011
H: 0.984 1.468 -0.945  0.312
C: -0.588 -1.253 4.089  0.650
O: -0.624 -2.272 3.417  -0.671
N: -0.956 -1.243 5.396  -0.291
N: -0.240 -0.045 3.576  -0.255
H: -1.005 -0.388 5.932  0.151
H: -1.199 -2.125 5.814  0.210
H: 0.027 -0.013 2.608  0.177
H: -0.250 0.800 4.120  0.096
C: 2.143 -1.378 -6.819  0.676
O: 3.126 -1.032 -7.466  -0.820
N: 1.712 -2.659 -6.844  -0.157
N: 1.432 -0.503 -6.055  -0.144
H: 0.913 -3.012 -6.354  0.203
H: 2.228 -3.290 -7.432  0.168
H: 1.758 0.446 -6.013  0.176
H: 0.607 -0.745 -5.541  0.091
C: -2.213 1.431 7.376  0.763
O: -1.211 1.500 6.649  -0.862
N: -3.115 0.432 7.250  -0.251
N: -2.427 2.348 8.336  -0.311
H: -3.923 0.361 7.842  0.132
H: -3.022 -0.244 6.508  0.114
H: -1.729 3.083 8.443  0.263
H: -3.229 2.314 8.939  0.168
C: 0.592 4.484 7.702  0.671
O: -0.382 4.460 8.442  -0.792
N: 0.762 3.644 6.653  -0.257
N: 1.569 5.414 7.874  -0.378
H: 1.567 3.710 6.057  0.183
H: 0.055 2.931 6.469  0.171
H: 1.461 6.073 8.625  0.222
H: 2.370 5.482 7.273  0.185
C: 1.807 -3.099 -10.515  0.596
O: 0.856 -3.452 -9.843  -0.653
N: 1.962 -3.492 -11.817  -0.397
N: 2.778 -2.271 -10.033  -0.258
H: 2.733 -3.205 -12.390  0.153
H: 1.257 -4.096 -12.201  0.233
H: 2.680 -1.898 -9.097  0.118
H: 3.557 -1.968 -10.587  0.164
C: 1.473 7.966 4.769  0.658
O: 2.308 7.317 4.167  -0.652
N: 0.499 7.373 5.513  -0.307
N: 1.461 9.330 4.755  -0.387
H: -0.191 7.877 6.040  0.163
H: 0.493 6.368 5.539  0.131
H: 2.172 9.790 4.214  0.221
H: 0.780 9.881 5.244  0.164
C: -4.551 -2.632 4.936  0.634
O: -4.760 -1.729 5.739  -0.679
N: -3.484 -2.642 4.099  -0.244
N: -5.395 -3.696 4.836  -0.417
H: -3.274 -3.382 3.453  0.153
H: -2.846 -1.869 4.144  0.134
H: -6.194 -3.712 5.444  0.231
H: -5.253 -4.447 4.186  0.156
C: 0.241 -4.078 -4.614  0.432
O: -0.807 -3.462 -4.724  -0.656
N: 1.135 -3.834 -3.627  -0.051
N: 0.578 -5.067 -5.494  -0.424
H: 2.017 -4.303 -3.531  0.136
H: 0.927 -3.116 -2.956  0.093
H: -0.070 -5.269 -6.233  0.264
H: 1.435 -5.586 -5.434  0.155
C: 3.784 -2.448 -0.850  0.555
O: 2.945 -2.847 -1.637  -0.639
N: 5.024 -3.015 -0.744  -0.407
N: 3.519 -1.404 -0.035  -0.275
H: 5.722 -2.694 -0.099  0.157
H: 5.232 -3.790 -1.347  0.224
H: 2.601 -1.011 -0.113  0.280
H: 4.178 -1.036 0.626  0.178

***

Question: Among the records above, which one has the highest total energy?
Answer: C3H7ClO2